ORCA calculation (ωB97M-V/def2-TZVPD) on a gas-phase ion, C4H10P (charge +1) at a distorted geometry.

Each line ends with the natural charge from an NBO analysis.
Cartesian coordinates (Å):
C -0.090 -1.582 -0.561  -0.6919
C -0.954 -0.184 -1.387  -0.6794
C 1.624 0.913 -0.125  -0.9440
C -0.826 0.447 1.624  -0.9439
P 0.033 0.072 0.073  1.4717
H -0.782 -2.293 -0.139  0.2765
H 0.727 -1.973 -1.142  0.2728
H -0.548 0.035 -2.360  0.2729
H -2.023 -0.263 -1.296  0.2722
H 1.887 0.947 -1.183  0.2822
H 2.399 0.377 0.425  0.2841
H 1.548 1.931 0.259  0.2807
H -1.896 0.278 1.509  0.2830
H -0.655 1.491 1.888  0.2798
H -0.442 -0.197 2.415  0.2836

spin multiplicity = 1
energy relative to the best compared isomer or geometry (same formula, charge and spin) = 0.0000 eV
HOMO level = -15.2020 eV
gap between HOMO and LUMO = 12.33 eV
total charge = +1
lowest unoccupied orbital energy = -0.1055 hartree
total energy = -499.46791 Eh